[1]
{
  "formula": "C40H99F6N8O17S2V",
  "method": "ωB97M-V/def2-TZVPD",
  "gap_ev": [3.399, 3.383],
  "spin_multiplicity": 4,
  "total_charge": -1,
  "e_homo_ev": [-1.961, -1.954],
  "max_force_ha_per_bohr": 0.0766,
  "symbols": ["V", "C", "F", "F", "F", "S", "O", "O", "N", "S", "O", "O", "C", "F", "F", "F", "O", "C", "C", "O", "H", "H", "H", "H", "C", "O", "C", "C", "N", "C", "C", "O", "C", "H", "H", "H", "H", "H", "H", "H", "H", "H", "H", "H", "H", "H", "H", "H", "C", "O", "C", "C", "N", "C", "C", "O", "C", "H", "H", "H", "H", "H", "H", "H", "H", "H", "H", "H", "H", "H", "H", "H", "C", "O", "C", "C", "N", "C", "C", "O", "C", "H", "H", "H", "H", "H", "H", "H", "H", "H", "H", "H", "H", "H", "H", "H", "C", "C", "C", "O", "C", "N", "H", "H", "H", "H", "H", "H", "H", "H", "H", "H", "H", "C", "C", "C", "O", "C", "N", "H", "H", "H", "H", "H", "H", "H", "H", "H", "H", "H", "C", "C", "C", "O", "C", "N", "H", "H", "H", "H", "H", "H", "H", "H", "H", "H", "H", "C", "C", "C", "O", "C", "N", "H", "H", "H", "H", "H", "H", "H", "H", "H", "H", "H", "C", "C", "O", "H", "H", "H", "H", "H", "H"],
  "positions_angstrom": [[-2.57088, -1.51432, 0.80935], [0.67032, -0.63423, 3.38312], [1.90740, -0.35010, 3.76668], [0.23923, -1.66197, 4.08471], [-0.08925, 0.42782, 3.62910], [0.74293, -1.12734, 1.53721], [2.04540, -0.66424, 1.09116], [0.52099, -2.53374, 1.45713], [-0.70281, -0.43938, 0.74778], [-0.31799, 1.11670, 0.42372], [-1.48094, 1.91672, 0.14505], [0.65385, 1.75134, 1.27681], [0.56658, 1.02670, -1.27790], [-0.36413, 0.98834, -2.24537], [1.39796, 2.05250, -1.38541], [1.27271, -0.08951, -1.35299], [-2.40364, -3.03785, 2.35030], [-2.81236, -2.43086, 3.56369], [-2.63887, -3.17429, 4.94220], [-2.98992, -4.47297, 4.96698], [-3.88899, -2.16274, 3.43289], [-2.33425, -1.42916, 3.65101], [-3.22260, -2.55444, 5.65969], [-1.56819, -2.95681, 5.15611], [0.79464, 2.14466, 6.99033], [0.95813, 3.55584, 7.10528], [-0.03196, 4.17124, 7.91392], [-1.48987, 4.02663, 7.40008], [-1.65229, 4.80147, 6.19247], [-2.71314, 4.25291, 5.31610], [-2.70185, 5.13039, 4.05054], [-1.43681, 5.35905, 3.51475], [-0.99215, 4.29013, 2.67861], [-0.01816, 1.88422, 6.31395], [0.70010, 1.70870, 7.98947], [1.75419, 1.79437, 6.61157], [0.15938, 5.24311, 7.97213], [0.03290, 3.75213, 8.92330], [-2.06838, 4.36893, 8.26114], [-1.60649, 2.94641, 7.24953], [-0.77354, 4.84018, 5.68828], [-3.59035, 4.49750, 5.91488], [-2.48508, 3.19625, 5.14260], [-3.17726, 6.04374, 4.43300], [-3.48420, 4.95856, 3.29773], [-1.44816, 3.35590, 3.02211], [0.06707, 4.17769, 2.90414], [-1.27287, 4.47075, 1.64121], [3.91854, -1.57170, -2.49142], [3.70447, -0.94011, -3.76336], [4.84041, -0.19158, -4.18150], [6.00857, -1.11759, -4.57973], [5.53060, -2.13132, -5.52542], [6.58657, -2.81796, -6.22028], [6.03882, -3.76678, -7.27607], [5.42296, -3.08681, -8.34878], [4.78783, -3.98337, -9.26762], [4.79777, -2.21176, -2.49872], [2.97361, -2.06960, -2.29356], [4.02465, -0.78256, -1.74133], [4.98468, 0.54933, -3.39018], [4.63562, 0.38606, -5.08606], [6.42884, -1.63717, -3.71701], [6.81509, -0.53830, -5.04497], [4.68330, -1.88796, -6.00771], [7.28914, -3.36972, -5.59140], [7.19235, -2.02716, -6.69361], [5.28229, -4.40872, -6.81104], [6.87638, -4.39253, -7.60710], [5.61267, -4.61058, -9.61679], [4.31381, -3.34360, -10.00446], [4.05104, -4.60758, -8.75441], [-1.42961, -6.28193, -3.24205], [-1.64952, -5.80023, -1.95498], [-2.41390, -6.71117, -1.17978], [-2.68627, -6.12629, 0.21699], [-1.58102, -6.24195, 1.16769], [-0.34817, -5.51490, 0.80375], [0.65450, -5.62649, 1.92733], [0.05240, -5.15089, 3.11477], [0.89475, -5.03928, 4.21393], [-0.66806, -5.79811, -3.85254], [-2.36203, -6.47880, -3.78634], [-0.99233, -7.29685, -3.19654], [-1.89521, -7.67124, -1.12212], [-3.43090, -6.80985, -1.58578], [-3.61607, -6.56650, 0.58415], [-2.96852, -5.07593, 0.13095], [-1.29145, -7.21604, 1.16025], [-0.55476, -4.46125, 0.60126], [0.07495, -5.96146, -0.10488], [1.50384, -4.93994, 1.79909], [1.13847, -6.59738, 2.10521], [1.73806, -4.34435, 4.09062], [1.39591, -6.01244, 4.36039], [0.43732, -4.84475, 5.18070], [0.09342, 5.10179, -5.83723], [-1.10383, 4.40829, -5.18462], [-0.76519, 2.98703, -4.66567], [-0.49120, 2.13754, -5.73729], [-0.00287, 0.84805, -5.46385], [-1.40732, 5.21668, -3.97869], [0.72881, 5.52873, -5.06340], [-0.25094, 5.93653, -6.45113], [0.62334, 4.35969, -6.43687], [-1.90325, 4.29933, -5.92444], [-1.64778, 2.69949, -4.07410], [0.06564, 3.01186, -3.95142], [0.92005, 0.96497, -4.88403], [0.13512, 0.18960, -6.31617], [-0.72118, 0.35612, -4.79269], [-1.81381, 6.09690, -4.26500], [-2.03817, 4.61643, -3.45428], [0.13992, 6.90535, -0.63678], [1.23246, 6.41690, 0.28722], [2.14864, 5.37179, -0.31421], [3.10265, 4.93458, 0.64514], [3.84552, 3.78822, 0.23232], [2.02208, 7.49946, 0.95712], [-0.63139, 7.54876, -0.22091], [-0.28404, 6.00730, -1.09117], [0.58557, 7.50447, -1.43866], [0.75734, 5.88769, 1.11942], [2.70180, 5.78187, -1.17043], [1.55968, 4.51666, -0.66209], [4.75222, 3.79212, 0.83247], [4.16010, 3.87610, -0.81200], [3.22194, 2.90552, 0.37620], [2.57265, 6.99887, 1.65320], [2.77075, 7.73936, 0.30452], [-7.01715, -1.61566, 1.63792], [-5.72719, -1.05673, 1.03888], [-5.10161, 0.00134, 1.96357], [-3.71474, 0.17096, 1.78686], [-3.16332, 1.12440, 2.70691], [-4.73966, -2.13812, 0.85312], [-7.40794, -2.49174, 1.12702], [-7.74312, -0.80272, 1.72557], [-6.80881, -1.86308, 2.68363], [-6.00143, -0.55961, 0.10490], [-5.36117, -0.25726, 2.99773], [-5.66145, 0.94067, 1.85407], [-2.08141, 1.05826, 2.63766], [-3.51043, 1.11903, 3.73628], [-3.31037, 2.10116, 2.23004], [-5.19096, -2.79457, 0.21423], [-4.80449, -2.69176, 1.71711], [-1.80757, -2.72817, -3.44557], [-2.02955, -1.91014, -2.16173], [-3.07598, -0.78144, -2.32060], [-3.27015, -0.16449, -1.04041], [-3.88178, 1.08962, -1.11333], [-2.46186, -2.75856, -1.01934], [-1.74652, -2.03324, -4.28610], [-2.57377, -3.46441, -3.69204], [-0.86211, -3.24540, -3.28561], [-1.03764, -1.50641, -1.96272], [-3.99822, -1.24617, -2.68060], [-2.64455, 0.00401, -2.94340], [-3.82803, 1.62197, -0.16924], [-4.93993, 1.00178, -1.39668], [-3.42632, 1.74685, -1.86237], [-3.40909, -3.09359, -1.16169], [-1.85501, -3.57400, -1.10543], [5.47792, -0.37288, 4.19382], [5.04318, 0.23521, 2.87319], [4.59063, -0.80528, 2.02743], [6.10915, -1.24579, 4.01778], [4.70413, -0.66634, 4.90537], [6.10364, 0.34638, 4.73340], [5.99721, 0.63847, 2.50889], [4.26512, 0.98356, 3.03414], [3.86474, -0.43997, 1.49713]]
}

***

[2]
{
  "formula": "C7H7IN",
  "method": "ωB97M-V/def2-TZVPD",
  "gap_ev": 7.476,
  "total_charge": 1,
  "e_homo_ev": -13.620,
  "max_force_ha_per_bohr": 0.0645,
  "e_above_lowest_kj_mol": 0.00,
  "symbols": ["C", "C", "C", "C", "C", "C", "C", "N", "I", "H", "H", "H", "H", "H", "H", "H"],
  "positions_angstrom": [[-1.00671, 0.52035, 1.99412], [0.48995, -0.87517, 1.30039], [-0.22839, -0.50735, 2.46591], [0.40338, -0.27569, 0.04118], [-0.59772, 0.70958, -0.18644], [1.11331, -0.79778, -1.17367], [-1.03294, 1.36578, -1.47075], [-1.31574, 0.99818, 0.95186], [-0.02407, -1.33240, 4.34513], [1.33576, -1.58418, 1.39783], [2.20669, -0.91089, -0.84037], [1.16848, -0.08079, -2.04325], [0.52909, -1.72230, -1.38704], [-0.25710, 0.91473, -2.25028], [-0.69597, 2.46680, -1.40108], [-2.08800, 1.11114, -1.74354]]
}

***

[3]
{
  "formula": "C5H16N3O",
  "method": "ωB97M-V/def2-TZVPD",
  "gap_ev": 10.585,
  "total_charge": 1,
  "e_homo_ev": -13.462,
  "max_force_ha_per_bohr": 0.1067,
  "e_above_lowest_kj_mol": 226.89,
  "symbols": ["C", "C", "C", "N", "N", "N", "H", "H", "H", "H", "H", "H", "H", "H", "H", "H", "C", "C", "O", "H", "H", "H", "H", "H", "H"],
  "positions_angstrom": [[0.53906, -0.90898, 1.10633], [0.13351, -1.08361, 2.50419], [2.07900, 1.11472, 0.64998], [1.80333, -0.07412, 1.30867], [1.62579, 1.10527, -0.61468], [2.52215, 2.30457, 1.19677], [0.80646, -1.85526, 0.65569], [-0.04073, -0.45364, 0.30945], [-0.03711, -0.23403, 3.13059], [0.91810, -1.70015, 3.02757], [2.12525, -0.32317, 2.25222], [1.46291, 0.23173, -1.04456], [1.55287, 1.89024, -1.20765], [2.68180, 2.42944, 2.22253], [2.95613, 2.91467, 0.49759], [-0.87506, -1.44573, 2.72396], [-2.76246, -0.14399, -1.74878], [-1.98393, -1.17193, -2.50558], [-1.79605, 0.63563, -1.04070], [-3.47107, 0.34382, -2.39575], [-3.34120, -0.65691, -0.93604], [-1.33698, -1.68083, -1.85252], [-1.65231, 1.39463, -1.59071], [-1.30001, -0.75890, -3.41504], [-2.60944, -1.87347, -3.23352]]
}

***

Number 1: E_tot -5639.81615 a.u.. Number 2: E_tot -623.00830 a.u.. Number 3: E_tot -439.34222 a.u..